A molecular structure, C28H20BF9O2S at a distorted geometry, computed with wB97M-V/def2-TZVPD.

```
61
Properties=species:S:1:pos:R:3:forces:R:3
C 1.545 -4.504 2.017 0.6 0.0 0.2
C 1.331 -3.384 1.087 0.7 1.7 -0.5
C 2.355 -2.679 0.463 -0.8 -0.1 0.2
C 1.866 -1.678 -0.428 -0.7 0.0 0.3
C 0.473 -1.555 -0.418 1.5 -1.7 0.1
B 0.767 1.657 3.424 -0.6 -2.4 -1.1
C -0.358 -1.276 -1.575 -0.3 0.2 -1.4
C -1.697 -1.691 -1.593 0.1 0.1 0.5
C -2.534 -1.448 -2.658 0.2 0.3 -0.3
C -3.967 -1.879 -2.533 -0.9 0.1 0.5
F -4.818 -0.907 -2.982 0.6 -0.8 0.2
F -4.265 -3.025 -3.204 0.2 0.8 0.4
F -4.298 -2.096 -1.215 0.1 0.0 -1.2
C -2.079 -0.738 -3.774 0.0 -0.3 0.0
C -0.732 -0.398 -3.814 0.1 0.2 0.0
C -0.168 0.487 -4.904 0.4 0.5 -0.4
F -0.180 1.800 -4.489 0.0 -1.1 -0.5
F 1.140 0.186 -5.188 -1.2 0.3 0.2
F -0.861 0.425 -6.074 0.5 0.1 0.9
C 0.143 -0.716 -2.777 -0.4 -0.2 0.7
O -0.264 1.428 4.290 0.9 0.4 -0.8
C 0.289 0.508 5.245 -0.5 0.1 0.7
C 1.721 0.202 4.791 0.6 -0.4 -0.3
O 2.000 1.140 3.724 -0.8 0.8 0.2
S -0.191 -2.653 0.783 0.5 -0.2 -0.5
H 2.337 -5.099 1.548 -0.2 -0.2 0.4
H 1.908 -4.117 2.973 0.0 -0.3 0.1
H 0.667 -5.115 2.175 -0.2 -0.1 0.0
H 3.407 -2.891 0.677 -0.4 0.0 -0.4
H 2.511 -1.099 -1.097 -0.3 -0.4 0.3
H -2.105 -2.191 -0.718 0.1 0.1 -0.3
H -2.751 -0.490 -4.593 0.2 0.0 0.2
H 1.206 -0.518 -2.912 -0.3 0.1 0.1
H 0.292 1.046 6.206 -0.2 -0.6 -0.1
H -0.373 -0.375 5.222 0.4 0.4 0.4
H 2.449 0.347 5.600 -0.2 -0.1 -0.3
H 1.838 -0.804 4.342 -0.1 0.5 0.4
F 2.622 2.300 -2.925 -0.2 0.1 1.1
C 2.494 2.475 -1.569 0.0 0.3 -0.1
C 3.037 3.627 -0.997 0.3 -0.6 -0.3
C 3.001 3.690 0.390 0.0 0.5 0.1
F 3.588 4.763 1.011 -0.3 -0.7 -0.4
C 2.308 2.796 1.168 0.0 -0.1 -0.3
C 1.554 1.770 0.544 -0.2 1.3 0.2
C 0.469 1.125 1.250 1.9 -0.8 0.7
C -0.832 0.915 0.695 -1.7 1.2 0.4
C -1.828 0.391 1.566 0.4 0.1 -0.3
C -3.172 0.424 1.242 0.1 0.1 -0.2
C -3.568 0.862 -0.024 -0.1 0.1 -0.2
C -2.589 1.325 -0.894 0.1 -0.1 -0.4
F -2.938 1.703 -2.165 -0.1 -0.1 0.8
C -1.251 1.430 -0.567 -0.1 -0.2 0.5
C 1.752 1.554 -0.840 0.1 -0.1 0.1
H 3.494 4.400 -1.597 0.1 -0.1 0.0
H 2.278 2.969 2.243 -0.1 0.1 -0.3
H 0.305 1.996 2.270 0.0 0.8 -0.2
H -1.513 0.022 2.542 -0.1 0.1 -0.3
H -3.889 0.118 2.003 0.0 0.0 -0.4
H -4.605 0.840 -0.353 0.2 0.0 0.1
H -0.583 1.894 -1.296 -0.2 -0.2 0.4
H 1.258 0.713 -1.318 0.2 0.6 0.1
```
Positions in Å, forces in eV/Å.

For the total energy, the calculation gives -2551.2394 Ha. Its HOMO-LUMO gap is 0.22008 hartree. The highest occupied orbital energy comes out at -7.1548 eV. As for the relative energy (zero: lowest compared OMol25 entry of this formula, charge and spin): 74.0 kcal/mol.